ORCA calculation (ωB97M-V with the def2-TZVPD basis set) on a cluster of 10 separate species, C47H91F15N4O11 in total at a distorted geometry.

The geometry in XYZ format:
```
168
Properties=species:S:1:pos:R:3:forces:R:3
C -4.74505 2.75643 -0.49712 0.31 -0.04 0.24
C -5.41984 2.08955 0.68970 -0.60 1.26 -0.15
O -5.19045 0.72749 0.57741 1.21 -2.06 -2.19
C -5.47241 -0.15231 1.48269 -0.97 1.89 2.93
O -5.86238 0.19166 2.59287 0.31 -1.61 -1.40
C -5.12762 -1.59884 1.05315 -0.92 0.43 0.12
F -4.27043 -2.07746 1.91171 1.03 -0.57 0.87
F -6.21980 -2.41494 1.11629 0.80 0.83 -0.79
F -4.54178 -1.57985 -0.14685 -0.68 -0.62 -0.03
H -3.69523 2.46661 -0.54174 0.08 0.01 0.18
H -4.77728 3.83590 -0.34950 -0.12 0.01 -0.24
H -5.16380 2.46681 -1.46090 -0.29 0.12 0.15
H -6.50435 2.18884 0.64399 -0.07 0.48 0.22
H -5.04621 2.48789 1.63301 -0.05 -0.14 0.08
C 1.76969 -4.18761 -3.97281 -0.36 -0.13 0.51
C 2.83681 -5.15319 -3.39196 -1.70 0.56 0.53
O 4.04077 -4.78280 -4.02986 -0.56 1.73 -0.81
C 5.14629 -5.39198 -3.86165 1.91 -2.74 -0.33
O 5.30428 -6.47879 -3.34649 -0.10 1.01 0.13
C 6.39805 -4.75939 -4.60165 -1.72 -0.56 -0.27
F 6.11430 -3.57076 -5.17569 0.58 -0.34 0.77
F 7.36978 -4.71084 -3.70974 0.47 0.75 -0.15
F 6.77374 -5.57943 -5.59760 -0.01 0.14 0.28
H 1.38530 -4.38296 -4.97389 0.52 -0.45 -0.10
H 2.10831 -3.15155 -3.97588 0.40 -0.13 0.07
H 0.87079 -4.16218 -3.35684 0.06 -0.30 0.29
H 2.57984 -6.21217 -3.41685 0.24 -0.08 -0.96
H 2.93170 -5.02085 -2.31419 0.23 0.55 0.07
C 2.09515 -10.64136 0.75583 -0.49 -0.34 -0.17
C 1.61343 -9.20372 0.51431 2.38 -0.64 0.00
O 0.25300 -9.13199 0.79388 -3.10 1.59 0.29
C -0.39609 -7.91234 0.83402 4.09 1.82 -0.59
O 0.19008 -6.80640 0.74173 -2.42 -3.96 0.24
C -1.91362 -8.03513 1.09526 -0.10 0.28 -0.13
F -2.60160 -7.23030 0.26322 0.34 -0.91 -0.17
F -2.35804 -9.30622 1.03344 0.17 1.08 -0.15
F -2.13734 -7.54065 2.30622 -0.07 -0.33 0.67
H 1.53118 -11.34079 0.13873 -0.30 0.01 0.11
H 1.99564 -10.94040 1.79928 -0.14 0.09 0.00
H 3.12681 -10.84395 0.46813 0.13 0.65 0.01
H 1.82661 -8.94797 -0.52358 -0.22 0.30 -0.02
H 2.19834 -8.55771 1.16903 -0.23 0.37 -0.08
C 3.31364 5.26524 0.27416 -0.18 0.36 0.56
C 3.84744 4.17291 1.18419 0.34 -0.32 -1.20
O 3.34699 4.25822 2.54415 0.79 1.16 0.62
C 3.81419 5.27293 3.34410 2.27 0.92 -3.15
O 4.70348 6.08907 3.07533 -2.47 -2.43 0.55
C 3.05735 5.35574 4.63735 0.68 0.26 1.37
F 2.12693 6.30915 4.56524 0.18 0.18 0.11
F 2.46554 4.23537 4.98466 -0.34 -0.63 0.09
F 3.96832 5.65156 5.60932 -0.90 0.11 -0.49
H 2.24260 5.40146 0.42391 -0.04 -0.01 0.13
H 3.42845 5.02619 -0.78308 0.33 -0.12 0.10
H 3.82304 6.19876 0.51316 -0.12 0.08 -0.23
H 4.93174 4.10821 1.09355 0.20 0.57 0.82
H 3.59026 3.20583 0.75211 -0.77 -0.16 0.71
C 0.83888 -4.61903 6.69846 2.63 0.37 0.37
C 0.52882 -3.75892 5.46983 0.16 -1.50 1.27
O -0.75543 -3.28280 5.81475 -2.39 3.01 0.05
C -0.87700 -2.06364 6.45664 2.66 -0.11 0.31
O 0.05801 -1.32202 6.76123 -2.48 -1.82 -0.96
C -2.34861 -1.70861 6.88907 0.31 0.66 1.07
F -2.45258 -1.65653 8.26469 0.67 0.28 -1.38
F -2.67505 -0.50234 6.38184 0.40 -0.47 0.40
F -3.25491 -2.56096 6.51562 -0.49 -0.92 -0.75
H 0.99697 -4.01602 7.59259 -0.51 0.33 0.01
H 1.85060 -5.00691 6.57977 0.13 -0.47 -0.20
H 0.20346 -5.46076 6.97378 -0.40 0.31 -0.68
H 0.49208 -4.44065 4.62012 -0.74 0.29 -0.22
H 1.22030 -2.96471 5.18840 0.06 0.05 0.66
C 6.24802 -0.93468 0.17309 0.05 -0.47 0.17
C 6.47672 -2.23154 1.01356 0.22 2.04 0.02
N 5.90615 -2.10618 2.40208 -1.02 -0.42 -1.88
C 5.97969 -3.46211 2.99134 -0.03 0.81 0.83
C 5.02771 -4.48680 2.38154 0.24 0.55 -1.27
C 6.54793 -1.05974 3.21782 -0.30 -0.82 0.80
C 5.73974 -0.76017 4.52641 0.44 -0.17 -0.49
H 6.85107 -0.12859 0.59097 -0.40 0.18 0.19
H 5.19310 -0.67242 0.09276 -0.01 0.14 0.39
H 6.59232 -0.97567 -0.86029 0.18 -0.62 -0.03
H 6.17663 -3.11167 0.44484 -0.60 0.07 0.50
H 7.56165 -2.32012 1.06988 0.50 -0.22 0.27
H 7.04789 -3.67629 2.95706 0.20 -1.00 0.13
H 5.67470 -3.43135 4.03735 0.30 0.39 0.14
H 4.06860 -3.98788 2.24269 -0.23 -0.12 0.37
H 5.31442 -4.73783 1.36032 0.16 -0.26 0.00
H 4.91480 -5.42516 2.92453 0.13 0.27 0.25
H 6.69854 -0.09061 2.74221 -0.64 -0.22 -0.61
H 7.58161 -1.37623 3.35720 0.42 -0.18 0.83
H 5.47611 -1.59372 5.17740 0.23 -0.39 -0.38
H 4.79207 -0.30369 4.24064 0.07 0.18 0.00
H 6.29361 -0.09211 5.18599 0.03 0.27 -0.24
C -7.13689 4.92991 5.86577 0.02 -0.13 1.72
C -5.99454 5.03613 6.92116 1.28 0.41 -1.65
N -5.21287 6.28848 6.79974 -0.55 1.00 0.54
C -6.04281 7.43993 7.17544 -1.45 0.30 0.34
C -6.53543 7.53625 8.65981 1.14 -0.72 -1.06
C -4.55988 6.51176 5.49605 1.23 -0.12 1.56
C -3.45618 5.45596 5.31714 -0.95 -0.51 -0.68
H -7.46020 3.88918 5.88720 -0.23 0.06 -0.38
H -6.82902 5.24112 4.86754 0.14 -0.21 0.13
H -7.96449 5.56345 6.18485 -0.19 -0.10 -0.21
H -6.21284 4.88006 7.97762 -0.70 0.16 -0.21
H -5.27757 4.24650 6.69629 0.02 -0.18 -0.01
H -5.61669 8.42038 6.96279 0.83 -0.31 -0.15
H -6.94000 7.45226 6.55657 -0.39 0.01 -0.32
H -7.00827 8.50317 8.83187 0.12 -0.06 0.02
H -7.22585 6.74184 8.94329 0.01 0.02 -0.06
H -5.61121 7.42576 9.22701 -0.22 0.18 0.56
H -4.00181 7.44353 5.58813 -0.23 0.29 0.22
H -5.21862 6.68375 4.64483 -0.26 -0.49 -0.22
H -2.70801 5.82233 4.61420 0.16 -0.17 0.18
H -3.86568 4.52420 4.92697 -0.04 -0.06 -0.38
H -3.04461 5.13609 6.27443 0.26 0.63 0.03
C 2.62538 2.27868 -4.61767 1.33 0.95 1.11
C 2.12533 2.92432 -5.88488 -0.15 -1.31 -0.38
N 1.71399 4.28778 -5.79718 -0.51 0.78 1.20
C 1.45964 4.99801 -7.06971 0.46 -0.57 0.35
C 2.63683 4.99840 -8.07493 0.27 -0.90 0.83
C 0.47553 4.35192 -4.95607 0.58 -0.02 -0.02
C 0.07285 5.78063 -4.58704 -0.71 -0.53 -0.55
H 3.14690 1.33709 -4.78950 -0.59 -0.27 -0.17
H 1.90137 2.22214 -3.80483 -0.15 -0.43 -0.27
H 3.42333 2.89237 -4.19964 0.16 0.32 0.08
H 2.90023 2.78237 -6.63821 -0.15 0.17 -0.12
H 1.27241 2.28843 -6.12206 -0.45 -0.23 -0.93
H 0.59666 4.51320 -7.52616 -0.40 0.08 -0.45
H 1.15896 5.98308 -6.71292 0.18 0.17 -0.70
H 2.49363 5.55395 -9.00174 -0.19 0.28 0.36
H 3.58529 5.23234 -7.59142 -0.11 0.82 0.11
H 2.87916 3.98053 -8.38042 -0.53 -0.25 -0.24
H 0.52782 3.68102 -4.09859 0.72 0.37 0.20
H -0.35924 3.88919 -5.48252 -0.31 -0.04 -0.64
H -0.60748 5.83558 -3.73720 0.37 -0.20 0.33
H -0.58220 6.07012 -5.40874 0.31 0.81 -0.09
H 0.92993 6.44320 -4.46654 -0.15 -0.01 0.02
C -2.80017 -0.98173 -5.63838 0.54 0.26 0.07
C -3.89372 -0.41607 -6.54417 0.00 0.14 -0.69
N -3.98369 -1.09312 -7.85480 -1.07 -0.05 -0.56
C -2.77561 -1.02843 -8.68263 0.91 0.99 0.85
C -2.20648 0.39163 -8.92680 0.28 0.04 -0.31
C -4.61772 -2.41765 -7.78564 -0.11 0.00 -0.08
C -5.06714 -3.01390 -9.14248 0.06 0.28 0.60
H -2.87927 -2.06156 -5.51261 -0.18 0.00 0.01
H -2.70597 -0.53640 -4.64798 -0.57 0.10 0.09
H -1.80965 -0.79448 -6.05299 0.04 -0.06 -0.34
H -4.87211 -0.38099 -6.06497 -0.16 -0.80 0.01
H -3.80468 0.64797 -6.76324 0.76 0.09 0.11
H -2.82627 -1.46116 -9.68178 -0.78 -0.27 0.25
H -1.97380 -1.56264 -8.17292 0.34 -0.41 0.04
H -2.73902 0.96441 -9.68603 -0.50 0.02 0.29
H -1.20972 0.31852 -9.36181 0.16 -0.46 -0.08
H -2.01692 1.01719 -8.05454 -0.48 -0.14 0.21
H -4.06180 -3.10967 -7.15307 0.85 -0.52 -0.43
H -5.51953 -2.38286 -7.17439 -0.31 0.72 -0.09
H -5.93441 -2.44874 -9.48386 0.10 0.09 -0.17
H -4.31700 -3.01691 -9.93329 0.07 0.05 0.18
H -5.40378 -4.04096 -9.00136 0.08 -0.05 0.08
C -0.12823 1.12463 2.46291 0.04 0.54 0.14
C 0.09319 0.42415 1.14117 0.40 1.95 -0.59
C 0.85865 -0.85097 1.15662 -0.53 -0.51 -0.20
O -0.12320 1.04024 0.10184 -0.13 -1.04 0.81
H 0.75673 0.98920 3.08470 -0.12 -0.22 0.22
H -1.02276 0.85975 3.02661 0.05 -0.42 -0.08
H -0.19971 2.19564 2.27334 -0.09 -0.03 -0.15
H 1.73729 -0.75775 1.79489 0.22 0.11 -0.31
H 1.05680 -1.10158 0.11449 0.35 -0.23 0.25
H 0.27162 -1.63863 1.62896 -0.17 -0.14 -0.06
```
Forces are in eV/Å.

Properties
Maximum force: 4.6 eV/A
Total charge: 0
Energy relative to the best compared isomer or geometry (same formula, charge and spin): 106.58 kcal per mole
HOMO energy: -8.15 eV
Spin multiplicity: 1
Energy: -4389.9320 Eh
SMILES string: CCOC(=O)C(F)(F)F.CCOC(=O)C(F)(F)F.CCOC(=O)C(F)(F)F.CCOC(=O)C(F)(F)F.CCOC(=O)C(F)(F)F.CCN(CC)CC.CCN(CC)CC.CCN(CC)CC.CCN(CC)CC.CC(C)=O

Atom charges from the Löwdin analysis, given in e for atoms 1 to 2: atom 1 (C): -0.050, atom 2 (C): -0.217